Record 1
{
  "formula": "C14H17N3O3S2",
  "method": "ωB97M-V with the def2-TZVPD basis set",
  "e_lumo_ev": 0.68,
  "orbital_gap_ev": 8.79,
  "smiles": "COCCSc1nnc(NC(=O)Cc2ccccc2OC)s1",
  "total_energy_ev": -47076.339,
  "de_lowest_kcal_mol": 39.97,
  "species": ["S", "S", "O", "O", "O", "N", "N", "N", "C", "C", "C", "C", "C", "C", "C", "C", "C", "C", "C", "C", "C", "C", "H", "H", "H", "H", "H", "H", "H", "H", "H", "H", "H", "H", "H", "H", "H", "H", "H"],
  "xyz": [[-3.87, -0.07, 0.44], [-1.00, -0.66, 1.23], [1.31, -1.13, 2.26], [-6.77, 0.75, -0.28], [3.06, 1.26, 1.00], [-0.47, -0.59, -1.29], [1.41, -1.05, 0.01], [-1.78, -0.34, -1.21], [-6.08, -0.06, -1.20], [-2.22, -0.34, 0.00], [2.71, 2.62, 0.96], [0.08, -0.78, -0.15], [5.03, -1.21, -0.75], [3.48, -1.41, 1.23], [-6.79, 2.12, -0.60], [5.43, 0.91, -1.80], [4.56, 1.52, -0.90], [-4.57, 0.16, -1.24], [1.98, -1.17, 1.26], [5.66, -0.45, -1.73], [3.93, 0.77, 0.08], [4.17, -0.62, 0.15], [-7.13, 2.28, -1.63], [3.58, 3.26, 1.13], [-6.47, 0.09, -2.22], [5.21, -2.27, -0.69], [1.98, -1.06, -0.82], [-4.09, -0.57, -1.88], [2.25, 2.88, 0.00], [-6.30, -1.08, -0.88], [3.65, -2.47, 1.09], [-7.49, 2.58, 0.09], [6.33, -0.93, -2.43], [1.99, 2.76, 1.76], [4.39, 2.58, -0.97], [5.92, 1.51, -2.55], [3.86, -1.13, 2.22], [-4.31, 1.16, -1.57], [-5.81, 2.59, -0.47]],
  "lowdin_charge": [0.921, 1.089, 0.007, -0.211, -0.086, -0.001, 0.122, -0.077, -0.306, -0.958, -0.062, -0.581, -0.037, -0.032, -0.110, -0.079, -0.012, -0.429, -0.485, -0.089, -0.233, -0.176, 0.092, 0.098, 0.126, 0.114, 0.159, 0.076, 0.102, 0.123, 0.134, 0.091, 0.101, 0.100, 0.105, 0.106, 0.140, 0.077, 0.083]
}

Record 2
{
  "formula": "C10H11NO3P",
  "method": "ωB97M-V with the def2-TZVPD basis set",
  "e_lumo_ev": 3.43,
  "orbital_gap_ev": 7.82,
  "smiles": "NC(O[P@](=O)([O-])c1ccccc1)=C1CC1",
  "total_energy_ev": -27472.977,
  "de_lowest_kcal_mol": 0.00,
  "charge": -1,
  "species": ["P", "O", "O", "O", "N", "C", "C", "C", "C", "C", "C", "C", "C", "C", "C", "H", "H", "H", "H", "H", "H", "H", "H", "H", "H", "H"],
  "xyz": [[1.95, 0.44, 1.13], [1.74, -1.07, 0.37], [3.35, 0.84, 0.85], [1.44, 0.32, 2.53], [1.09, -2.54, 2.04], [0.77, -1.87, 0.85], [-0.48, 1.73, 0.54], [0.32, 2.44, -2.02], [-1.18, -1.71, -0.98], [0.78, 1.39, 0.08], [-0.37, -2.04, 0.20], [-1.66, -2.72, 0.04], [-1.34, 2.42, -0.29], [1.18, 1.75, -1.19], [-0.95, 2.77, -1.57], [-1.63, 3.31, -2.22], [-2.33, 2.69, 0.06], [0.62, 2.71, -3.02], [-2.49, -2.44, 0.68], [2.18, 1.48, -1.51], [1.70, -1.94, 2.58], [-1.68, -3.77, -0.24], [-0.87, -2.08, -1.96], [-0.76, 1.44, 1.54], [-1.67, -0.75, -1.04], [0.27, -2.81, 2.56]],
  "lowdin_charge": [0.343, -0.128, -0.336, -0.345, 0.112, -0.440, -0.086, -0.104, -0.118, -0.236, -0.198, -0.129, -0.111, -0.081, -0.122, 0.089, 0.091, 0.091, 0.084, 0.105, 0.070, 0.085, 0.091, 0.101, 0.084, 0.086]
}

Record 3
{
  "formula": "C37H54BClF2N3O3",
  "method": "ωB97M-V with the def2-TZVPD basis set",
  "e_lumo_ev": -4.70,
  "orbital_gap_ev": 6.07,
  "total_energy_ev": -68478.162,
  "charge": 1,
  "species": ["Cl", "F", "F", "O", "O", "O", "N", "N", "N", "C", "C", "C", "C", "C", "C", "C", "C", "C", "C", "C", "C", "C", "C", "C", "C", "C", "C", "C", "C", "C", "C", "C", "C", "C", "C", "C", "C", "C", "C", "C", "C", "C", "C", "C", "C", "C", "B", "H", "H", "H", "H", "H", "H", "H", "H", "H", "H", "H", "H", "H", "H", "H", "H", "H", "H", "H", "H", "H", "H", "H", "H", "H", "H", "H", "H", "H", "H", "H", "H", "H", "H", "H", "H", "H", "H", "H", "H", "H", "H", "H", "H", "H", "H", "H", "H", "H", "H", "H", "H", "H", "H"],
  "xyz": [[-1.72, 2.72, 2.17], [5.09, -0.87, 5.12], [-8.23, -0.81, 2.74], [-2.18, -2.90, 1.16], [-3.83, 0.68, -5.77], [-0.56, -1.18, 1.90], [-2.75, 1.42, -2.43], [-2.00, -0.19, -4.22], [-2.90, 1.70, -1.14], [-1.86, -0.88, -1.67], [1.97, 2.52, 4.33], [3.33, -1.20, -3.82], [-5.80, -1.67, 0.20], [2.70, -3.42, -2.36], [2.48, 3.54, 3.17], [4.83, -0.81, -3.27], [3.02, 2.34, 0.77], [-6.34, -1.30, 1.43], [0.28, -2.19, -2.68], [3.59, 2.77, 2.26], [4.43, -3.63, 2.88], [4.75, -0.40, -1.70], [6.59, -2.13, 3.81], [-1.44, 4.34, -2.37], [-7.71, -1.16, 1.56], [3.05, -2.79, -3.80], [-2.05, -0.50, -0.16], [-3.43, 3.13, -0.97], [6.80, -3.16, 2.91], [-3.04, 4.09, -2.24], [-2.95, 1.45, 1.58], [-4.51, 1.92, 1.83], [-4.63, 3.34, 2.58], [5.72, -3.91, 2.44], [-2.23, 0.15, -2.80], [-8.02, -1.75, -0.75], [3.87, 0.96, -1.43], [-8.56, -1.39, 0.48], [-6.64, -1.90, -0.89], [-2.67, 0.96, 0.07], [5.30, -1.86, 4.25], [4.12, 1.32, 0.15], [-2.93, 0.42, -4.94], [1.33, -2.89, -1.68], [4.22, -2.60, 3.79], [-1.28, -2.31, -2.19], [-1.62, -1.58, 0.95], [-0.95, 3.33, -2.69], [2.66, 2.53, 5.26], [-8.68, -1.93, -1.60], [-9.63, -1.28, 0.61], [3.59, -4.21, 2.51], [0.52, -1.05, -2.65], [5.83, -0.20, -1.32], [4.03, -3.31, -4.16], [0.78, -3.81, -1.22], [-5.70, -1.11, 2.28], [-4.36, 4.26, 1.92], [-4.73, -1.79, 0.09], [5.59, -1.65, -3.47], [5.20, 0.12, -3.86], [3.59, -3.20, -1.67], [4.15, 0.30, 0.70], [5.89, -4.71, 1.72], [4.33, -1.24, -1.03], [4.57, 3.34, 2.11], [0.90, 2.85, 4.61], [3.88, 1.76, 2.77], [-3.56, 3.78, -3.21], [2.89, 3.30, 0.12], [-1.91, -2.55, -3.14], [3.04, 4.43, 3.68], [3.35, -0.89, -4.95], [1.94, 1.42, 3.96], [0.30, -2.59, -3.76], [1.61, -2.22, -0.80], [1.62, 3.88, 2.50], [-3.49, 5.13, -1.96], [-3.00, 3.66, -0.05], [2.00, 1.84, 0.92], [2.65, -4.57, -2.49], [-0.93, 4.64, -1.39], [-6.22, -2.18, -1.85], [-5.12, 1.97, 0.86], [5.20, 1.77, 0.18], [-1.47, -3.17, -1.46], [4.25, 1.78, -2.14], [-5.76, 3.48, 2.84], [-4.09, 3.38, 3.61], [-2.82, 0.59, 2.36], [3.22, -2.38, 4.15], [-5.05, 1.13, 2.50], [7.81, -3.38, 2.56], [-1.20, 5.07, -3.25], [-0.84, -0.27, 2.21], [-4.59, 3.13, -0.82], [-1.83, -3.20, 2.04], [2.76, 0.76, -1.65], [7.41, -1.53, 4.18], [2.51, -0.56, -3.34], [2.25, -3.08, -4.60]],
  "lowdin_charge": [0.605, 0.061, 0.072, 0.106, 0.161, 0.074, 0.144, 0.167, -0.064, 0.023, -0.143, -0.199, -0.085, -0.197, -0.248, -0.195, -0.210, -0.031, -0.178, -0.227, -0.092, -0.225, -0.014, -0.121, -0.284, -0.219, 0.118, -0.116, -0.079, -0.220, -0.524, -0.237, -0.161, -0.099, -0.131, -0.071, -0.206, -0.005, -0.094, -0.017, -0.293, -0.222, -0.112, -0.186, -0.026, -0.126, -0.494, 0.067, 0.083, 0.111, 0.123, 0.102, 0.105, 0.117, 0.117, 0.115, 0.105, 0.078, 0.084, 0.112, 0.113, 0.097, 0.112, 0.101, 0.097, 0.108, 0.060, 0.103, 0.106, 0.116, 0.123, 0.111, 0.114, 0.071, 0.118, 0.112, 0.087, 0.125, 0.097, 0.100, 0.116, 0.082, 0.100, 0.102, 0.125, 0.117, 0.114, 0.096, 0.082, 0.118, 0.113, 0.112, 0.107, 0.094, 0.085, 0.142, 0.138, 0.088, 0.119, 0.075, 0.103]
}

Record 4
{
  "formula": "C26H29As2O8S4SiZr",
  "method": "ωB97M-V with the def2-TZVPD basis set",
  "e_lumo_ev": -3.59,
  "orbital_gap_ev": 7.15,
  "total_energy_ev": -217984.273,
  "de_lowest_kcal_mol": 0.00,
  "charge": 1,
  "species": ["Zr", "As", "As", "S", "S", "S", "S", "Si", "O", "O", "O", "O", "O", "O", "O", "O", "C", "C", "C", "C", "C", "C", "C", "C", "C", "C", "C", "C", "C", "C", "C", "C", "C", "C", "C", "C", "C", "C", "C", "C", "C", "C", "H", "H", "H", "H", "H", "H", "H", "H", "H", "H", "H", "H", "H", "H", "H", "H", "H", "H", "H", "H", "H", "H", "H", "H", "H", "H", "H", "H", "H"],
  "xyz": [[-1.54, 0.81, -0.81], [1.08, 0.10, 1.15], [-1.02, -0.23, 4.27], [-3.77, 1.86, -1.71], [-4.38, 0.27, -2.86], [-2.60, -0.75, -2.70], [-2.14, 2.59, -2.78], [-0.97, 0.95, -3.92], [3.85, -1.49, 3.03], [-2.05, 2.48, 0.49], [-3.29, -1.19, 2.40], [1.92, -3.00, 4.68], [2.72, -2.40, 1.39], [-2.48, -0.40, 0.45], [0.11, 2.44, -0.10], [0.75, -1.71, 6.09], [-1.45, 0.27, 2.45], [-0.21, 1.46, 4.85], [0.37, -1.23, -2.49], [0.19, 3.84, -0.48], [1.50, -1.81, -1.93], [1.14, -2.58, 7.17], [1.20, -2.06, 4.88], [-1.94, -0.94, -5.92], [-1.50, 0.34, -5.59], [2.59, 0.34, -1.94], [-0.86, 2.13, 0.89], [-2.41, -0.42, 1.78], [2.60, 1.32, 1.39], [2.71, -1.73, 2.39], [2.61, -1.02, -1.65], [1.45, 0.92, -2.47], [-1.36, 1.28, -6.62], [1.45, -0.98, 2.73], [-2.11, -0.32, -8.24], [-1.67, 0.96, -7.93], [-0.52, 1.05, 1.66], [0.71, -1.11, 3.83], [0.30, 0.15, -2.76], [-2.23, -1.27, -7.23], [3.94, -0.75, 4.25], [-4.13, -2.04, 1.60], [0.79, -3.59, 6.98], [3.51, 0.73, 1.36], [0.66, -2.17, 8.06], [-0.45, -1.89, -2.76], [0.68, 3.87, -1.45], [-1.57, 1.70, -8.71], [1.45, 1.97, -2.72], [-2.05, -1.70, -5.15], [-2.34, -0.58, -9.26], [-4.78, -1.45, 0.96], [-1.00, 2.19, 5.02], [-0.81, 4.26, -0.55], [3.92, -1.45, 5.09], [-2.56, -2.27, -7.47], [0.49, 1.84, 4.11], [1.52, -2.86, -1.71], [3.49, -1.47, -1.22], [3.13, -0.03, 4.35], [3.46, 0.95, -1.75], [-4.72, -2.60, 2.32], [0.32, 1.28, 5.79], [0.79, 4.35, 0.27], [2.62, 2.05, 0.58], [-0.19, 2.18, -4.28], [2.51, 1.83, 2.35], [2.22, -2.58, 7.28], [4.89, -0.23, 4.22], [-1.00, 2.28, -6.39], [-3.53, -2.72, 1.00]],
  "lowdin_charge": [1.345, 1.370, 1.323, 0.148, 0.153, 0.175, 0.290, 0.328, -0.005, -0.184, -0.054, 0.136, 0.097, -0.269, -0.279, -0.088, -0.388, -0.292, -0.150, -0.025, -0.062, -0.012, -0.551, -0.117, -0.319, -0.084, -0.607, -0.490, -0.226, -0.567, -0.073, -0.128, -0.108, -0.281, -0.062, -0.067, -0.384, -0.283, -0.432, -0.067, -0.024, -0.017, 0.102, 0.041, 0.098, 0.060, 0.090, 0.111, 0.093, 0.064, 0.112, 0.095, 0.028, 0.085, 0.096, 0.111, 0.011, 0.125, 0.120, 0.088, 0.118, 0.101, 0.024, 0.108, 0.019, 0.000, 0.038, 0.097, 0.102, 0.092, 0.100]
}

Record 5
{
  "formula": "C3H3N3",
  "method": "ωB97M-V with the def2-TZVPD basis set",
  "e_lumo_ev": -1.35,
  "orbital_gap_ev": 9.48,
  "smiles": "N=C1N=CC=N1",
  "total_energy_ev": -7627.975,
  "de_lowest_kcal_mol": 36.31,
  "species": ["N", "N", "N", "C", "C", "C", "H", "H", "H"],
  "xyz": [[0.19, 0.38, 1.17], [-0.18, -0.66, -0.90], [1.09, -1.64, 0.89], [-0.29, 1.30, 0.33], [-0.52, 0.60, -1.00], [0.27, -0.81, 0.42], [1.06, -2.53, 0.30], [-0.96, 1.07, -1.87], [-0.65, 2.30, 0.66]],
  "lowdin_charge": [0.092, 0.102, 0.202, -0.066, -0.089, -0.553, 0.099, 0.100, 0.114]
}